1.
15
Properties=species:S:1:pos:R:3 method="wB97M-V/def2-TZVPD" largest_force_ha_per_bohr=0.1235 charge=0 de_lowest_kj_mol=680.6 smiles="C1=NN=C([C@@H]2CO2)NN1"
C -2.5023 0.2056 -0.5156
C -1.5276 -0.7913 -0.1340
C 0.0121 -0.4694 0.1847
C 2.6974 -0.1414 -0.1819
H -3.4475 -0.0436 -0.8890
H -2.6154 1.2556 -0.8607
H -1.7246 -1.7803 -0.5693
H 3.8746 0.1546 -0.2105
H 2.0185 1.9102 -0.4604
H 0.4290 0.8283 1.5770
N 0.7430 -1.5371 0.1776
N 2.0928 -1.2626 0.2707
N 1.7943 0.9908 0.1416
N 0.4114 0.8699 0.4681
O -2.2558 -0.1890 1.0018

2.
15
Properties=species:S:1:pos:R:3 method="wB97M-V/def2-TZVPD" largest_force_ha_per_bohr=0.1177 charge=0 de_lowest_kj_mol=642.3
C -1.7010 1.7908 0.4891
C -0.3566 0.1552 -0.0776
C 1.0280 -1.4746 0.3291
C 1.0100 -0.2536 -0.3688
H -2.9199 1.3936 0.5335
H -2.2013 2.8228 0.3710
H -1.3072 1.5182 1.7442
H -0.5223 -2.3191 1.8339
H 1.8873 -2.2398 0.3374
H 3.1437 -0.3114 -2.9380
N -1.0407 -0.5248 0.8326
N -0.2806 -1.6541 0.9780
N 1.4665 0.2394 -1.7068
N 2.5663 -0.4286 -1.8866
O -0.7723 1.2861 -0.4711

3.
18
Properties=species:S:1:pos:R:3 method="wB97M-V/def2-TZVPD" largest_force_ha_per_bohr=0.1133 charge=0 de_lowest_kj_mol=100.3 smiles="NS(=O)(=O)N1CSc2nccn21"
C -2.2756 -0.1201 1.6163
C -1.8460 -0.0744 0.2780
C -0.3045 0.7680 1.6549
C 1.6458 1.3127 0.0882
N -1.3024 0.4773 2.4310
N -0.6690 0.5819 0.3618
N 0.6529 0.7842 -0.7748
N 0.0785 -1.5685 -2.0655
O 2.3579 -0.8841 -1.5079
O 0.9832 -1.4657 0.4228
S 1.2601 1.3910 1.8890
S 1.1026 -0.8960 -0.8712
H -3.2245 -0.2225 2.0707
H -2.1436 -0.4686 -0.7038
H 2.5051 0.5968 0.0691
H 1.8784 2.3098 -0.3484
H 0.1604 -1.0383 -2.9455
H -0.8595 -1.4836 -1.6647

4.
16
Properties=species:S:1:pos:R:3 method="wB97M-V/def2-TZVPD" largest_force_ha_per_bohr=0.0738 charge=0 de_lowest_kj_mol=350.2
C -2.6691 -0.5127 -0.4832
C -2.3178 -0.1990 0.9231
C -1.4756 -0.5542 -1.1187
C 1.4287 1.1595 -0.1329
N -1.0424 -0.1323 1.0557
N -0.4724 -0.2818 -0.1379
N 2.7924 1.1633 -0.1880
N 0.7166 -0.0113 -0.5098
O 0.8058 2.2037 0.0389
S 2.1074 -1.9860 0.5124
H -3.7330 -0.5060 -0.7881
H -3.0208 -0.2141 1.7436
H -1.2425 -0.6985 -2.1531
H 3.3910 0.3906 -0.4092
H 3.1702 2.0763 -0.1425
H 1.5613 -1.8975 1.7895

5.
16
Properties=species:S:1:pos:R:3 method="wB97M-V/def2-TZVPD" largest_force_ha_per_bohr=0.1000 charge=+1 de_lowest_kj_mol=762.1 smiles="N[N@@+]12CN=CC1=NC=[N+]2[O-]"
C -0.6363 -0.5040 1.9522
C 1.5913 -1.1999 -0.6896
C -0.0245 -1.0218 0.6651
C -0.1705 1.3039 0.6754
N -0.6286 0.7913 1.9092
N 1.0173 -1.6591 0.4307
N 1.1061 -0.0885 -1.1856
N -1.3773 0.1982 -0.9873
N -0.2941 0.1403 -0.2619
O 1.0874 0.5553 -2.3262
H -1.1311 -0.9739 2.7450
H 2.6192 -1.5132 -0.8297
H -0.8779 2.0679 0.4976
H 0.9431 1.5736 0.5524
H -1.5395 0.9864 -1.6346
H -1.6846 -0.6568 -1.5126

6.
12
Properties=species:S:1:pos:R:3 method="wB97M-V/def2-TZVPD" largest_force_ha_per_bohr=0.0570 charge=-1 de_lowest_kj_mol=235.4 smiles="CC1=CN([O-])C1"
C -0.6630 1.1181 0.3513
C 0.2579 0.1869 0.1707
C -0.7357 -0.9639 0.2196
C 1.7430 0.1850 -0.2089
N -2.0548 -0.0395 0.4879
O -2.8906 -0.0136 -0.5224
H -0.5178 2.1619 0.3566
H -0.7989 -1.4086 -0.7800
H -0.7250 -1.7152 1.0193
H 2.4519 0.7115 0.5406
H 1.8561 0.6714 -1.2024
H 2.0770 -0.8942 -0.4323

7.
12
Properties=species:S:1:pos:R:3 method="wB97M-V/def2-TZVPD" largest_force_ha_per_bohr=0.0965 charge=-1 de_lowest_kj_mol=232.1 smiles="C=C1C[C@@H]1N[O-]"
C -0.4677 -0.3562 -0.5247
C -1.0052 -0.5482 -1.6946
C -0.6905 -0.2015 0.9418
C 0.7377 -0.1539 0.3392
N 1.4922 0.9613 0.2898
O 2.3004 1.0184 1.3921
H -0.4879 -0.5001 -2.5297
H -2.0000 -0.7205 -1.9803
H -1.0025 0.7292 1.2593
H -1.0367 -0.9557 1.7527
H 1.3591 -1.0498 0.5245
H 0.8010 1.7770 0.2298

8.
12
Properties=species:S:1:pos:R:3 method="wB97M-V/def2-TZVPD" largest_force_ha_per_bohr=0.0873 charge=+1 de_lowest_kj_mol=218.9 smiles="C1=C[N@@H+]2C[C@@H]2O1"
C -0.6985 -1.0589 -0.0743
C -1.7948 -0.3308 0.2318
C 0.9331 0.6323 0.5771
C -0.1726 1.0625 -0.4153
N 0.4016 -0.2555 -0.4668
O -1.5069 1.0333 -0.0801
H -0.5003 -2.0958 -0.3147
H -2.6812 -0.6487 0.6752
H 1.9523 0.9077 0.2174
H 0.9490 0.2107 1.5369
H 0.1713 1.6174 -1.2570
H 0.7776 -0.4179 -1.3834